1.
This record from the OMol25 dataset describes a gas-phase ion, C3H7NOS2 (charge -1) at a distorted geometry. The level of theory is ωB97M-V/def2-TZVPD.

ORCA input file:
```
! wB97M-V def2-TZVPD RIJCOSX def2/J DEFGRID3
* xyz -1 2
S -3.3115 -0.1330 0.4626
S -2.2069 -0.3847 -1.3072
C -0.6789 0.5341 -0.8641
C 0.1642 -0.3229 0.0881
C 1.6571 -0.0737 -0.0673
N 2.3937 -0.3039 1.0557
O 2.1720 0.1346 -1.1516
H -4.3409 0.7224 0.1967
H -0.0452 0.5485 -1.7579
H -0.9420 1.5662 -0.6609
H -0.0430 -1.3198 -0.2178
H -0.1091 -0.1842 1.1372
H 1.9223 -0.6484 1.8761
H 3.3683 -0.1351 1.2104
*
```

Computed properties:
HOMO-LUMO gap (alpha / beta) ... 2.832 / 7.468 eV
Energy above the lowest of the compared OMol25 structures with the same formula, charge and spin ... 0.0 kcal per mole
Highest occupied orbital energy (alpha / beta) ... 0.0122 / -0.1591 Ha
Lowest unoccupied orbital energy (alpha / beta) ... 3.163 / 3.139 eV
E_tot ... -1044.873521 Ha



2.
This record from the OMol25 dataset describes a single C5H9NO molecule. The level of theory is ωB97M-V/def2-TZVPD.

ORCA input file:
```
! wB97M-V def2-TZVPD RIJCOSX def2/J DEFGRID3
* xyz 0 1
H 2.3903 1.7373 0.4038
N 2.3754 0.7184 0.5244
C 1.3621 0.3239 -0.1186
C 0.8757 -1.1000 -0.1872
C -0.5597 -1.1689 0.3663
C -1.4204 -0.0541 -0.2465
C -0.7232 1.2856 -0.0881
O 0.5229 1.2261 -0.7552
H 0.8794 -1.4415 -1.2318
H 1.5720 -1.7124 0.3876
H -0.5258 -1.0553 1.4588
H -0.9993 -2.1533 0.1668
H -1.5183 -0.2129 -1.3250
H -2.4165 -0.0359 0.2045
H -0.5892 1.5092 0.9904
H -1.2254 2.1338 -0.5501
*
```

Computed properties:
HOMO-LUMO gap ... 11.098 eV
Energy above the lowest of the compared OMol25 structures with the same formula, charge and spin ... 22.6 kcal per mole
Highest occupied orbital energy ... -0.3720 Ha
Lowest unoccupied orbital energy ... 0.974 eV
E_tot ... -325.901473 Ha
SMILES ... [H]/N=C1/CCCCO1



3.
This record from the OMol25 dataset describes a gas-phase ion, C5H12NO (charge +1) at a distorted geometry. The level of theory is ωB97M-V/def2-TZVPD.

ORCA input file:
```
! wB97M-V def2-TZVPD RIJCOSX def2/J DEFGRID3
* xyz 1 1
C -0.3950 0.8099 -2.0964
N -1.1858 0.1777 -1.1193
C -0.7701 -0.2299 0.0118
C -1.5374 -1.0726 0.9160
C 0.8498 0.4462 0.4451
C 1.2763 -0.3462 1.6857
O 2.1752 0.7944 -0.2361
H -0.6907 1.8712 -2.2979
H 0.6654 1.0504 -1.9722
H -0.4119 0.2649 -3.0882
H -2.0929 -0.0195 -1.4444
H -2.4560 -1.1836 0.4416
H -1.7920 -0.3949 1.7535
H -1.0674 -1.9827 1.1858
H 0.4103 1.3551 0.6214
H 2.0093 -1.1001 1.2005
H 0.5035 -0.7038 2.2691
H 1.8995 0.2173 2.3187
H 2.6100 0.0461 -0.5945
*
```

Computed properties:
HOMO-LUMO gap ... 10.725 eV
Energy above the lowest of the compared OMol25 structures with the same formula, charge and spin ... 68.6 kcal per mole
Highest occupied orbital energy ... -0.5521 Ha
Lowest unoccupied orbital energy ... -4.299 eV
E_tot ... -327.350295 Ha
SMILES ... C/[NH+]=C(/C)[C@@H](C)O



4.
This record from the OMol25 dataset describes a molecular structure, C7H13INO at a distorted geometry. The level of theory is ωB97M-V/def2-TZVPD.

ORCA input file:
```
! wB97M-V def2-TZVPD RIJCOSX def2/J DEFGRID3
* xyz 1 1
C -0.0200 -1.7114 1.6525
C -0.6002 -0.4151 1.0998
C 0.3533 1.5564 -0.1723
C -0.4503 1.6330 -1.4387
C 1.5280 -1.4040 1.6679
C -0.0813 -0.5794 -1.5438
C 0.5221 0.1447 0.2746
N 0.0679 0.6690 -2.3388
O 1.7446 -0.4075 0.6345
I 0.8421 -2.4447 -2.1283
H -0.2532 -2.0723 2.5845
H -0.1902 -2.5490 0.9812
H -1.5493 -0.6812 0.6015
H -1.0050 0.1752 2.0366
H 1.2287 2.0566 -0.2585
H -0.2626 2.0979 0.5740
H -1.5436 1.5318 -1.3512
H -0.2667 2.6864 -1.9153
H 1.8058 -0.9336 2.6670
H 2.2279 -2.1633 1.4716
H -1.2315 -0.5964 -1.4260
H -0.3378 0.6776 -3.1992
H 1.0014 0.8738 -2.3623
*
```

Computed properties:
HOMO-LUMO gap ... 9.393 eV
Energy above the lowest of the compared OMol25 structures with the same formula, charge and spin ... 60.4 kcal per mole
Highest occupied orbital energy ... -0.4664 Ha
Lowest unoccupied orbital energy ... -3.297 eV
E_tot ... -701.860580 Ha



5.
This record from the OMol25 dataset describes a single C27H35N5O molecule at a distorted geometry. The level of theory is ωB97M-V/def2-TZVPD.

ORCA input file:
```
! wB97M-V def2-TZVPD RIJCOSX def2/J DEFGRID3
* xyz 0 1
C -6.7466 -1.2682 -0.1260
C -5.8228 -2.1559 0.6993
C -4.3524 -1.7540 0.5897
C -3.7652 -2.0420 -0.7946
N -2.3715 -1.6504 -0.8886
C -1.4122 -2.5708 -0.3336
C -2.0988 -0.4248 -1.3863
O -2.9953 0.3122 -1.7839
C -0.6933 0.0475 -1.4421
N 0.3927 -0.7461 -1.6177
C 1.4315 0.0603 -1.6892
C 2.7885 -0.2383 -1.8704
C 3.6925 0.7834 -1.8995
C 3.2571 2.1191 -1.7611
C 1.9382 2.4026 -1.5935
N 1.0333 1.3933 -1.5527
C -0.3232 1.3874 -1.3975
C -1.1642 2.6115 -1.1939
N -1.4465 3.0335 0.1658
C -0.3545 3.5377 0.9649
C 0.4484 2.4473 1.6844
N -0.4495 1.6565 2.5044
C 0.2578 0.6807 3.3286
C 0.9805 -0.3744 2.5400
C 2.2649 -0.2798 2.2003
C 3.0301 -1.2095 1.3819
C 4.3594 -0.9026 1.0841
C 5.1331 -1.7514 0.3171
C 4.5938 -2.9291 -0.1732
C 3.2756 -3.2474 0.1121
C 2.5021 -2.4002 0.8810
C -1.5026 1.0621 1.6967
C -2.2818 2.1600 0.9611
H -6.5417 -1.3677 -1.1882
H -6.6147 -0.2247 0.1504
H -7.7851 -1.5418 0.0466
H -6.1206 -2.0944 1.7488
H -5.9373 -3.1962 0.3848
H -4.2492 -0.6868 0.7962
H -3.7799 -2.3010 1.3430
H -4.3077 -1.4692 -1.5484
H -3.8438 -3.1088 -1.0233
H -1.5991 -3.5702 -0.7323
H -1.5049 -2.6123 0.7567
H -0.4066 -2.2655 -0.6115
H 3.0746 -1.2707 -1.9759
H 4.7431 0.5800 -2.0312
H 3.9724 2.9249 -1.7917
H 1.5631 3.4093 -1.4939
H -0.6973 3.4605 -1.7048
H -2.1307 2.4154 -1.6658
H 0.3069 4.1442 0.3428
H -0.7963 4.1870 1.7293
H 1.1855 2.9184 2.3410
H 0.9951 1.8249 0.9556
H -0.4845 0.2170 3.9852
H 0.9671 1.2403 3.9457
H 0.3761 -1.1993 2.1908
H 2.8321 0.5701 2.5648
H 4.7867 0.0157 1.4630
H 6.1609 -1.4963 0.1020
H 5.1967 -3.5953 -0.7728
H 2.8482 -4.1640 -0.2679
H 1.4807 -2.6709 1.0967
H -2.1817 0.5254 2.3651
H -1.1003 0.3461 0.9640
H -3.0344 1.7099 0.3132
H -2.7825 2.7876 1.7069
*
```

Computed properties:
HOMO-LUMO gap ... 8.291 eV
Energy above the lowest of the compared OMol25 structures with the same formula, charge and spin ... 31.2 kcal per mole
Highest occupied orbital energy ... -0.2855 Ha
Lowest unoccupied orbital energy ... 0.522 eV
E_tot ... -1398.869400 Ha
SMILES ... CCCCN(C)C(=O)c1nc2ccccn2c1CN1CCN(C/C=C/c2ccccc2)CC1